(1)
106
Properties=species:S:1:pos:R:3:forces:R:3 method="wB97M-V/def2-TZVPD" orbital_gap_ha="0.205 / 0.165" homo_energy_ev="-14.895 / -14.900" total_charge=+3 multiplicity=4
Mn 0.21239 -0.60462 -0.55699 0.17 -0.71 -0.19
O -3.18385 1.81161 -2.55349 -0.19 0.17 -0.35
S -2.66756 1.54632 -1.20599 0.30 -0.46 0.35
C -3.53652 0.08311 -0.62206 -0.05 0.12 -0.05
C -4.55863 -0.35173 -1.44289 0.22 0.21 -0.12
C -5.49325 -1.31638 -1.04646 -0.11 -0.25 0.29
C -5.42413 -1.77336 0.24565 0.09 0.16 -0.26
C -6.32837 -2.68710 1.01820 -0.20 -0.10 -0.04
C -5.70646 -2.76416 2.43142 -0.12 -0.14 0.13
C -4.51942 -1.85235 2.38067 0.29 0.20 0.02
C -3.62685 -1.45002 3.34271 -0.30 -0.20 0.01
C -2.55378 -0.63817 2.96536 0.00 0.25 -0.13
C -2.34433 -0.15701 1.67132 0.10 -0.12 -0.17
P -0.71319 0.59339 1.29993 -0.19 0.73 0.59
C 0.15447 0.45557 2.89139 0.14 -0.31 -0.12
C 0.29120 -0.81639 3.45563 0.22 0.12 -0.02
C 0.78837 -0.96683 4.73759 0.10 -0.15 -0.08
C 1.18156 0.15400 5.45768 0.05 0.05 0.04
C 1.08117 1.41517 4.89009 0.01 0.04 0.04
C 0.56437 1.57449 3.61056 -0.01 -0.01 -0.09
C -0.84449 2.38455 1.10211 0.24 -0.12 -0.20
C -1.81632 3.11422 1.77999 0.03 -0.12 0.01
C -1.80197 4.49719 1.69953 -0.07 0.06 0.04
C -0.82055 5.14603 0.96095 0.04 -0.02 -0.02
C 0.15642 4.41526 0.29543 0.03 0.04 -0.03
C 0.14395 3.03183 0.36229 -0.18 -0.12 0.03
C -3.36000 -0.43112 0.68856 -0.08 -0.19 0.14
C -4.38010 -1.32361 1.08292 0.09 0.07 -0.07
C -0.55608 0.48127 -2.94872 0.68 0.23 0.34
C -1.20800 0.82226 -4.22585 -0.29 -0.04 -0.15
C -0.49887 0.87589 -5.39320 0.12 -0.02 -0.05
C 0.89066 0.58529 -5.41841 -0.04 0.01 0.06
C 1.84968 0.36606 -6.54124 0.06 0.02 -0.11
C 3.15560 -0.14780 -5.87071 0.11 -0.05 -0.05
C 2.88383 -0.08639 -4.38347 -0.14 0.10 -0.17
C 3.58286 -0.46370 -3.28520 0.00 0.04 0.09
C 3.20330 -1.29357 -0.93158 -0.26 0.02 0.06
C 1.56188 0.17441 -1.81448 -0.32 0.08 -0.32
P 2.25012 -0.89586 0.63083 0.63 -0.12 0.17
C 2.49851 -2.49240 1.46665 -0.18 0.09 0.16
C 3.79807 -2.87556 1.81155 -0.13 0.06 -0.04
C 4.01596 -4.09236 2.43664 0.10 -0.04 0.02
C 2.95304 -4.94577 2.70232 0.01 0.04 -0.03
C 1.66700 -4.58953 2.32097 -0.08 -0.03 -0.02
C 1.44078 -3.36742 1.70861 0.01 0.12 -0.04
C 3.19780 0.36278 1.52202 -0.20 0.03 -0.06
C 3.69584 0.11741 2.80252 -0.04 0.00 -0.11
C 4.47136 1.07124 3.44076 0.02 0.02 0.03
C 4.75482 2.27721 2.81619 -0.02 -0.08 0.07
C 4.22608 2.54595 1.56140 0.02 0.12 -0.04
C 3.44212 1.60251 0.92161 -0.12 -0.06 -0.05
C 0.90461 0.42043 -2.96905 -0.03 0.19 0.14
C 1.55486 0.38547 -4.21037 0.19 -0.12 0.15
H -4.65885 0.12473 -2.41147 -0.04 0.00 0.02
H -6.27416 -1.63348 -1.72424 0.00 0.04 -0.02
H -6.40671 -3.66507 0.54105 0.04 0.00 0.02
H -7.34247 -2.28418 1.04448 0.02 0.01 0.01
H -5.40067 -3.78093 2.68639 0.03 0.02 -0.01
H -6.40713 -2.45811 3.20960 0.02 0.03 -0.02
H -3.72232 -1.76721 4.37284 0.03 0.02 0.01
H -1.85281 -0.36969 3.73934 -0.15 -0.03 -0.01
H -0.06878 -1.67881 2.91205 0.05 -0.05 0.08
H 0.85708 -1.95433 5.17745 0.01 0.03 0.00
H 1.55907 0.04284 6.46596 0.00 0.01 -0.01
H 1.38336 2.28816 5.45346 0.01 0.00 -0.01
H 0.46225 2.56667 3.19321 0.04 0.01 0.02
H -2.57762 2.60494 2.35997 -0.01 0.02 0.00
H -2.55813 5.07256 2.21686 0.00 0.00 -0.01
H -0.81608 6.22617 0.90226 -0.01 0.00 0.01
H 0.92173 4.92796 -0.27252 -0.01 0.00 -0.01
H 0.88467 2.43482 -0.15958 -0.01 0.12 -0.03
H -2.27632 0.98615 -4.23437 0.05 -0.03 0.00
H -1.02205 1.08735 -6.31718 -0.02 0.00 0.02
H 2.01255 1.30374 -7.08274 -0.01 -0.01 0.00
H 1.45874 -0.33656 -7.28031 -0.05 0.02 0.02
H 4.01249 0.47056 -6.14228 0.00 -0.02 0.01
H 3.38582 -1.16465 -6.19336 0.00 0.01 0.01
H 5.39379 -0.86779 -4.30692 0.03 0.03 0.04
H 4.23283 -1.58866 -0.74050 0.01 -0.03 0.01
H 4.63473 -2.22008 1.60420 0.05 0.00 0.06
H 5.02153 -4.37121 2.72288 -0.01 -0.02 -0.02
H 3.12981 -5.89007 3.19923 0.00 -0.01 -0.01
H 0.83829 -5.26129 2.50277 0.01 0.00 0.02
H 0.43248 -3.09301 1.41490 -0.01 -0.07 0.01
H 3.48425 -0.81295 3.30112 -0.04 -0.12 0.09
H 4.85699 0.86540 4.43072 0.01 0.01 -0.01
H 5.37900 3.00821 3.31239 -0.02 0.02 -0.01
H 4.42798 3.49657 1.08571 -0.03 -0.01 -0.02
H 2.99644 1.84331 -0.03603 0.06 0.07 0.07
S -1.19544 -3.73737 -1.23784 0.38 0.02 -0.17
C 0.38317 -3.43011 -1.65827 -0.50 -0.38 0.07
N 1.06528 -2.35676 -1.20136 0.33 0.11 -0.24
C 2.37502 -2.39190 -1.51139 -0.30 0.18 0.22
C 3.02975 -0.13075 -1.91043 -0.02 -0.08 0.11
C 4.91377 -1.15094 -3.36677 0.00 0.03 0.00
C 4.94951 -2.66547 -3.33444 -0.07 0.01 0.03
C 4.05095 -3.59922 -2.98178 0.16 -0.09 -0.03
C 2.75533 -3.40364 -2.37373 -0.31 -0.45 -0.24
S 1.41191 -4.46683 -2.62484 0.21 0.50 0.25
H 3.60429 0.73683 -1.55132 0.04 -0.06 -0.02
H 5.58303 -0.78692 -2.57768 0.02 0.01 -0.03
H 5.89372 -3.04487 -3.71106 -0.03 -0.05 -0.03
H 4.30945 -4.63326 -3.18607 0.08 0.03 0.03
N -1.11637 -0.64674 -2.12015 0.18 -0.49 -0.45
C -1.08935 0.60455 -1.53317 -0.83 0.86 0.11
H -1.97979 -1.12187 -2.39181 -0.07 -0.06 0.25

***

(2)
11
Properties=species:S:1:pos:R:3:forces:R:3 method="wB97M-V/def2-TZVPD" relative_energy_ev=2.1422 orbital_gap_ha=0.372 homo_energy_ev=-9.444 total_charge=0 smiles=C#C[C@H](Cl)CS
C 2.30358 -0.94149 -0.98437 -1.88 1.06 0.92
C 1.18203 -0.59483 -0.64963 2.67 -1.03 0.50
C -0.06288 -0.46778 0.07246 -1.69 0.38 -2.08
Cl -1.18419 -1.63426 -0.91990 0.20 0.72 0.60
C -0.66180 0.98370 0.05884 1.27 -1.64 0.48
S -2.24388 1.02345 0.88426 0.07 0.35 1.29
H 3.34843 -1.11810 -1.06205 0.03 -0.09 -0.47
H -0.13053 -0.91633 1.04124 0.58 -0.15 0.55
H -0.87243 1.17518 -0.95936 -0.37 0.38 -1.15
H 0.15714 1.67984 0.32498 -0.73 -0.17 0.44
H -1.83547 0.81060 2.19352 -0.15 0.20 -1.08

***

(3)
14
Properties=species:S:1:pos:R:3:forces:R:3 method="wB97M-V/def2-TZVPD" relative_energy_ev=3.5279 orbital_gap_ha=0.348 homo_energy_ev=-8.506 total_charge=0
O -0.63218 -1.50821 1.97577 0.13 0.24 -0.36
C -0.23341 -0.76652 1.11304 -0.06 -0.14 0.32
C 1.02702 -0.96582 0.26906 0.08 0.04 0.16
C 1.02055 0.22297 -0.65382 0.55 0.72 0.86
C -0.08361 0.97955 -0.48496 1.96 0.76 1.43
C -0.90288 0.54161 0.69406 0.23 0.09 0.12
H 1.89877 -0.94749 0.93210 -0.07 -0.14 0.03
H 0.99879 -1.97164 -0.17994 0.02 0.31 -0.13
H 1.78379 0.44329 -1.39236 -0.07 -0.16 0.11
H -0.53413 0.04762 -1.61757 -3.65 0.11 -1.48
H -1.34602 0.27713 -1.71976 0.54 -1.44 -1.10
H -0.29797 1.91903 -0.99358 0.22 -0.32 0.08
H -0.70613 1.29898 1.46013 -0.23 -0.15 0.23
H -1.99261 0.42950 0.59784 0.35 0.08 -0.27

***

(4)
61
Properties=species:S:1:pos:R:3:forces:R:3 method="wB97M-V/def2-TZVPD" relative_energy_ev=0.0000 orbital_gap_ha=0.276 homo_energy_ev=-10.778 total_charge=+1
Pd -0.66262 -0.07294 0.07416 -0.60 -0.37 0.07
O 1.66686 -1.13541 -0.33165 0.06 -0.05 -0.01
C 0.81727 -0.65128 -1.00708 0.43 -0.22 -0.03
C 0.82382 -0.50640 -2.48224 -0.01 -0.01 0.14
C 1.82056 -1.08066 -3.26128 -0.07 -0.03 -0.10
C 1.70878 -0.97740 -4.63893 0.11 -0.07 0.05
C 0.62982 -0.31478 -5.21225 -0.09 0.05 -0.09
C -0.34447 0.28182 -4.42300 0.07 0.10 0.07
C -0.22927 0.19804 -3.04214 -0.11 0.00 -0.25
P -1.27928 0.99735 -1.81198 0.41 0.42 0.01
C -2.94714 1.00056 -2.48885 -0.10 -0.06 0.09
C -3.68416 -0.18029 -2.38812 -0.03 0.01 0.03
C -4.94399 -0.26435 -2.95622 0.01 0.02 0.00
C -5.47572 0.83375 -3.62038 -0.01 -0.01 0.00
C -4.74811 2.01058 -3.71932 0.01 0.02 0.00
C -3.48314 2.09988 -3.15560 -0.02 -0.06 -0.03
C -0.71708 2.73664 -1.79090 -0.25 -0.27 -0.05
C -1.41192 3.62873 -0.97446 -0.01 0.12 -0.01
C -0.98574 4.94228 -0.85689 -0.03 -0.02 0.00
C 0.14808 5.36678 -1.53955 0.01 0.00 -0.01
C 0.84340 4.47982 -2.34704 -0.01 -0.03 -0.01
C 0.41009 3.16530 -2.48143 0.05 0.10 0.04
H 2.63803 -1.61410 -2.79614 0.00 0.00 0.01
H 2.45769 -1.43200 -5.27331 0.00 0.01 0.00
H 0.54942 -0.25790 -6.28984 0.01 -0.01 0.00
H -1.17167 0.81312 -4.87728 -0.01 0.00 0.01
H -3.26882 -1.03442 -1.86412 0.02 0.01 0.01
H -5.51241 -1.18118 -2.87744 0.00 0.00 0.00
H -6.46224 0.77201 -4.06005 0.00 0.00 0.00
H -5.16458 2.86392 -4.23749 0.00 0.00 0.00
H -2.92062 3.01952 -3.23951 0.03 0.03 0.01
H -2.29790 3.30355 -0.43803 -0.01 -0.01 -0.02
H -1.53670 5.63565 -0.23437 0.00 0.00 0.00
H 0.48417 6.39068 -1.44517 0.00 0.00 0.00
H 1.72386 4.80961 -2.88231 0.00 0.00 0.00
H 0.95916 2.48657 -3.12065 0.00 -0.02 0.00
C -0.87476 -3.13888 0.69195 -0.01 -0.01 -0.03
C -1.17178 -4.34749 1.61497 -0.01 -0.01 0.02
N -1.30474 -3.90390 2.99927 0.00 0.02 -0.01
C -2.40679 -2.95376 3.10065 0.00 -0.03 0.01
C -2.14879 -1.73343 2.17698 0.00 0.03 0.00
N -0.84363 -1.89193 1.49301 0.09 0.23 -0.07
C 0.21720 -2.01841 2.52222 0.02 0.01 -0.02
C -0.06443 -3.25336 3.41392 -0.02 -0.02 0.01
H -1.63912 -3.02024 -0.07798 0.00 0.00 0.00
H 0.09098 -3.23458 0.19546 0.00 0.00 0.01
H -0.36990 -5.08447 1.56467 0.00 0.00 0.00
H -2.09626 -4.84646 1.32197 0.00 0.00 0.00
H -2.50073 -2.64295 4.14144 0.00 0.01 0.00
H -3.33020 -3.46307 2.82334 0.00 0.01 0.00
H -2.11804 -0.79977 2.74389 0.00 0.00 0.00
H -2.92043 -1.63941 1.40925 0.00 -0.01 0.00
H 0.22149 -1.10060 3.11041 -0.01 -0.01 0.01
H 1.17223 -2.08961 2.00233 0.00 0.00 0.01
H -0.16038 -2.96474 4.46105 0.01 0.00 0.00
H 0.74511 -3.98049 3.34652 0.00 0.00 -0.01
Cl 0.80881 3.96559 3.38388 0.01 0.04 0.03
C 0.26699 3.13031 1.94652 0.04 -0.15 -0.06
Cl 0.52633 1.35737 2.08751 0.03 0.22 0.19
H 0.83551 3.46335 1.08639 -0.01 0.03 0.00
H -0.79509 3.28628 1.81026 0.00 0.03 0.02

***

(5)
47
Properties=species:S:1:pos:R:3:forces:R:3 method="wB97M-V/def2-TZVPD" relative_energy_ev=1.3207 orbital_gap_ha="0.253 / 0.248" homo_energy_ev="-7.738 / -7.957" total_charge=0 multiplicity=2
Ti 0.20282 0.59550 -0.65605 0.87 0.50 -1.13
N 0.41798 0.72891 3.00438 -0.15 -0.14 -0.15
N -0.51201 1.76285 2.87371 0.22 -0.07 0.30
C -1.35334 1.76491 1.81784 -0.32 -0.13 -0.34
N -2.36247 2.63966 1.83612 -0.06 0.20 -0.08
N -1.17965 0.84695 0.87760 0.10 0.15 -0.06
N -1.88276 0.92939 -0.33279 -1.03 0.16 0.25
O -1.60052 -0.13652 -1.10530 -0.55 0.15 0.65
O -2.78733 1.74593 -0.60252 0.19 -0.47 0.00
H -0.00174 -0.08982 3.42965 0.03 0.01 0.09
H 1.22008 1.04979 3.52422 0.06 0.06 -0.09
H -0.87908 2.17391 3.72046 -0.07 0.02 -0.02
H -2.31207 3.42440 2.46314 -0.01 0.00 0.00
H -2.86201 2.73829 0.95569 -0.02 -0.02 0.08
S 4.39083 -0.31925 0.74887 0.17 -0.06 0.07
C 4.26985 1.38711 0.78211 0.09 0.01 0.01
C 3.02335 1.82024 0.44955 -0.18 -0.06 0.02
C 2.10736 0.75605 0.16492 0.38 0.00 0.25
C 2.74169 -0.45066 0.29318 -0.08 -0.28 0.09
C 2.03257 -1.70070 0.06158 -0.05 0.21 -0.01
C 2.55605 -2.97361 0.23783 0.08 -0.09 0.02
C 1.74713 -4.06953 0.00672 0.00 -0.04 0.00
C 0.43138 -3.88102 -0.39556 0.08 -0.11 0.03
C -0.02091 -2.59164 -0.56313 0.01 0.24 -0.01
N 0.75576 -1.52317 -0.34714 0.18 -0.08 -0.06
H 5.13864 1.98174 1.02523 -0.05 -0.03 -0.01
H 2.76294 2.86803 0.39754 -0.02 0.00 -0.03
H 3.58447 -3.08904 0.55377 -0.03 -0.02 0.00
H 2.13791 -5.07048 0.14132 0.00 0.02 0.00
H -0.23400 -4.71393 -0.57066 0.01 0.01 -0.01
H -1.03389 -2.38389 -0.87260 -0.02 0.02 0.00
S 0.95975 0.74940 -2.90253 0.02 -0.04 0.01
C 0.90438 2.46508 -2.60993 0.03 -0.12 0.01
S 0.16368 2.94029 -1.11189 0.18 0.10 0.07
C 1.41113 3.37100 -3.48949 0.21 0.32 -0.30
C 1.36894 4.77932 -3.20008 0.01 -0.30 -0.14
N 1.33567 5.90610 -2.96858 0.00 -0.03 0.02
C 2.01560 2.95115 -4.72620 -0.15 0.15 0.31
N 2.49885 2.61772 -5.71550 -0.01 0.00 0.01
N -3.82101 -2.07637 -0.60343 0.12 0.05 -0.03
C -3.61891 -2.53860 0.64117 0.08 -0.02 0.12
N -4.27506 -3.67967 0.95659 0.06 0.07 0.10
S -2.59222 -1.77494 1.73302 -0.35 -0.36 -0.08
H -4.37607 -2.58220 -1.27182 -0.01 0.00 0.00
H -3.24842 -1.30931 -0.93042 -0.01 0.03 0.03
H -4.99121 -4.06348 0.36454 -0.02 0.02 0.00
H -4.23416 -3.97591 1.91486 -0.01 -0.01 0.00

***

Number 1: calculated total energy -5370.5517 Eh, maximum force 1.20 eV/Å. Number 2: calculated total energy -1013.7010 Eh, maximum force 2.90 eV/Å. Number 3: calculated total energy -270.4282 Eh, maximum force 3.94 eV/Å. Number 4: calculated total energy -2581.7296 Eh, maximum force 0.71 eV/Å. Number 5: calculated total energy -3720.8009 Eh, maximum force 1.51 eV/Å.